# 1
Entry from OMol25: a molecular structure, C24H25I2N2O4Rb (ωB97M-V with the def2-TZVPD basis set).

Summary:
- energy above the lowest of the compared OMol25 structures with the same formula, charge and spin (kJ/mol) = 29.2
- HOMO level (eV) = -1.86
- total charge = -2
- Kohn-Sham gap (eV) = 5.354

Last column: Löwdin charge in e.
Positions of all 58 atoms, in Å:
Rb  -0.108  0.798  0.197  0.882
I  -2.762  -1.500  -7.586  0.730
C  -2.368  -0.558  -5.761  -0.777
C  -1.973  0.771  -5.736  -0.273
C  -1.714  1.382  -4.527  -0.649
I  -1.127  3.385  -4.495  0.829
C  -1.805  0.720  -3.259  -0.516
O  -1.547  1.275  -2.163  -0.222
C  -2.239  -0.658  -3.352  -0.161
C  -2.388  -1.434  -2.074  -0.177
N  -1.089  -1.842  -1.517  -0.055
C  -1.106  -3.132  -0.869  -0.184
C  0.091  -3.336  0.026  -0.278
C  0.859  -4.494  -0.016  -0.035
C  1.907  -4.634  0.882  -0.082
C  2.156  -3.613  1.783  -0.075
C  1.351  -2.483  1.733  -0.131
N  0.345  -2.348  0.880  0.099
C  -2.499  -1.260  -4.564  -0.146
H  -1.869  1.331  -6.656  0.066
H  -3.011  -2.317  -2.279  0.108
H  -2.903  -0.820  -1.329  0.124
H  -0.384  -1.795  -2.242  0.116
H  -1.176  -3.983  -1.570  0.115
H  -2.000  -3.176  -0.239  0.127
H  0.633  -5.263  -0.744  0.101
H  2.525  -5.524  0.870  0.097
H  2.971  -3.666  2.493  0.099
H  1.524  -1.647  2.402  0.124
H  -2.820  -2.296  -4.578  0.089
O  -3.267  1.344  4.062  -0.046
C  -2.595  0.540  3.395  -0.681
O  -1.855  0.744  2.404  -0.178
C  -2.692  -0.952  3.814  -0.120
C  -3.407  -1.340  4.941  -0.047
C  -3.465  -2.676  5.319  -0.119
C  -2.809  -3.643  4.567  -0.130
C  -2.095  -3.265  3.435  -0.099
C  -2.039  -1.929  3.065  -0.036
H  -3.908  -0.562  5.505  0.103
H  -4.020  -2.966  6.204  0.083
H  -2.854  -4.685  4.864  0.082
H  -1.574  -4.008  2.839  0.090
H  -1.481  -1.608  2.197  0.077
C  4.811  0.750  -0.964  -0.082
C  3.406  0.096  -0.979  -0.848
C  2.849  0.200  -2.418  -0.065
C  3.585  -1.406  -0.657  -0.071
O  2.574  0.702  -0.091  -0.429
H  5.509  0.303  -1.685  0.057
H  5.232  0.658  0.041  0.062
H  4.703  1.814  -1.188  0.064
H  3.489  -0.275  -3.173  0.064
H  2.716  1.252  -2.679  0.075
H  1.863  -0.275  -2.456  0.061
H  4.277  -1.917  -1.342  0.066
H  2.616  -1.904  -0.713  0.054
H  3.960  -1.509  0.365  0.068

***

# 2
Entry from OMol25: 2 unconnected molecules or ions with the total composition C6H9N4O4 at a distorted geometry (ωB97M-V with the def2-TZVPD basis set).

Summary:
- energy above the lowest of the compared OMol25 structures with the same formula, charge and spin (kJ/mol) = 237.3
- HOMO level (spin up / spin down) (eV) = -4.05 / -4.05
- total charge = -1
- Kohn-Sham gap (spin up / spin down) (eV) = 7.517 / 7.518

Last column: Löwdin charge in e.
Positions of all 23 atoms, in Å:
C  3.349  -2.102  2.814  -0.069
C  2.097  -2.237  2.176  -0.075
C  -1.686  0.984  -0.241  -0.088
C  -2.531  0.549  -1.471  -0.065
C  -0.601  1.389  -2.222  -0.030
C  3.062  -0.322  1.492  0.028
N  -0.438  1.483  -0.856  -0.211
N  -1.803  1.089  -2.653  -0.319
N  3.863  -0.907  2.459  -0.275
N  1.921  -1.167  1.414  -0.232
O  0.753  1.399  -0.189  -0.099
O  -2.296  1.120  -3.809  -0.152
O  4.991  -0.333  2.940  -0.234
O  0.914  -0.981  0.549  -0.190
H  3.851  -2.762  3.451  0.087
H  1.067  0.349  -0.033  0.074
H  1.336  -3.068  2.072  0.136
H  -1.990  1.851  0.379  0.120
H  -1.295  0.168  0.408  0.113
H  -2.554  -0.536  -1.647  0.121
H  -3.554  0.889  -1.610  0.112
H  0.097  1.770  -2.887  0.125
H  3.327  0.653  1.172  0.123

***

# 3
Entry from OMol25: a molecular structure, C26H32AsN6RuS2 at a distorted geometry (ωB97M-V with the def2-TZVPD basis set).

Summary:
- HOMO level (spin up / spin down) (eV) = -12.90 / -13.72
- spin multiplicity = 6
- total charge = +2
- Kohn-Sham gap (spin up / spin down) (eV) = 8.417 / 5.878
- expectation value of S² = 8.791

Last column: Mulliken spin population.
Positions of all 68 atoms, in Å:
Ru  -0.884  0.777  0.355  3.300
C  -3.442  2.870  0.621  0.009
C  -2.631  3.244  1.872  -0.008
N  -1.598  2.247  2.165  0.088
C  -0.363  2.793  2.724  -0.014
C  0.406  3.674  1.730  0.000
S  0.396  3.121  -0.021  0.108
C  -0.920  4.161  -0.776  0.004
C  -2.041  3.334  -1.387  -0.003
N  -2.620  2.340  -0.478  0.079
H  -4.161  2.094  0.893  0.005
H  -4.003  3.753  0.293  0.003
H  -2.158  4.217  1.741  -0.003
H  -3.334  3.338  2.705  0.003
H  -1.968  1.531  2.800  -0.002
H  -0.562  3.398  3.620  0.005
H  0.262  1.943  3.018  -0.001
H  0.050  4.703  1.718  0.002
H  1.459  3.685  2.006  -0.002
H  -1.288  4.852  -0.024  0.000
H  -0.438  4.740  -1.564  0.002
H  -2.815  4.032  -1.740  0.004
H  -1.644  2.788  -2.251  0.000
H  -3.227  1.746  -1.044  -0.012
S  -3.147  -0.647  0.849  0.770
C  -3.020  -2.299  0.316  -0.018
C  -4.185  -3.063  0.192  0.109
C  -4.102  -4.373  -0.237  -0.043
C  -2.870  -4.941  -0.536  0.131
C  -1.707  -4.192  -0.412  -0.028
C  -1.772  -2.873  -0.004  0.159
As  -0.233  -1.721  0.294  0.071
C  1.398  -2.775  0.051  0.078
C  2.128  -3.093  1.196  -0.002
C  3.309  -3.810  1.089  0.004
C  3.768  -4.201  -0.161  0.000
C  3.053  -3.868  -1.301  0.004
C  1.869  -3.156  -1.200  -0.003
C  -0.288  -0.683  -1.403  0.000
C  0.860  0.011  -1.838  0.052
C  0.838  0.738  -3.018  -0.004
C  -0.324  0.810  -3.775  0.044
C  -1.463  0.131  -3.365  -0.017
C  -1.452  -0.608  -2.192  0.037
H  -5.141  -2.622  0.432  -0.004
H  -5.000  -4.961  -0.340  0.001
H  -2.820  -5.971  -0.853  0.003
H  -0.741  -4.630  -0.631  0.010
H  1.750  -2.782  2.168  0.003
H  3.865  -4.081  1.976  0.000
H  4.680  -4.772  -0.246  0.000
H  3.416  -4.167  -2.274  0.000
H  1.304  -2.903  -2.091  0.001
H  1.789  -0.076  -1.278  -0.005
H  1.730  1.246  -3.354  0.001
H  -0.333  1.366  -4.700  0.002
H  -2.360  0.155  -3.966  0.000
H  -2.323  -1.206  -1.935  0.009
N  4.953  -0.686  1.651  0.002
C  4.742  0.591  1.307  0.002
N  5.783  1.399  1.107  0.003
N  3.547  1.108  1.135  0.003
C  2.379  0.668  1.286  0.009
N  1.237  0.452  1.413  0.051
H  5.888  -1.034  1.788  0.000
H  4.178  -1.317  1.787  0.000
H  6.732  1.102  1.249  0.000
H  5.608  2.355  0.849  0.000

***

- The highest total charge belongs to which entry?
  C26H32AsN6RuS2

***

- What is the formula in the second record?
  C6H9N4O4